Molecular formula: C9H24ClI2OP2Pt
Method: DFT, ωB97M-V/def2-TZVPD

Properties
* E_HOMO (alpha / beta): -19.680 / -20.277 eV
* spin multiplicity: 5
* net charge: +3
* total energy: -2289.039494 hartree
* M: 694.58 g/mol

Last column: Mulliken charge in e.
Positions of all 40 atoms, in Å:
I -1.40108 0.58215 1.86192  0.410
I 1.95565 1.02759 -0.50202  0.358
Pt -0.26440 -0.78537 -0.53923  0.777
P 0.96559 -1.79785 1.17153  -0.094
C 1.74364 -0.78863 2.43863  -0.773
C -0.11044 -2.97187 1.99923  -0.971
H 0.49233 -3.70084 2.55888  0.472
H 2.67686 -3.48531 1.02342  0.470
H -0.72083 -3.48613 1.24864  0.395
H 1.82711 -3.22528 -0.54092  0.403
H 0.98472 -0.21978 2.99362  0.258
H -0.75308 -2.41689 2.69168  0.327
C 2.25598 -2.73387 0.34038  -0.978
H 2.27884 -1.47899 3.10023  0.472
H 3.03860 -2.02867 0.03599  0.333
H 2.43432 -0.08370 1.95611  0.289
P -1.31129 0.86429 -1.73837  0.115
C -1.14480 2.59838 -1.27765  -0.717
C -0.69281 0.70839 -3.42824  -1.012
H -3.19347 -0.59048 -1.90755  0.399
H -3.57395 1.03436 -2.59275  0.465
H -3.49793 0.80368 -0.81243  0.350
C -3.07453 0.49166 -1.77569  -1.024
H -0.62982 -0.35957 -3.67485  0.403
H -1.36175 1.22487 -4.13341  0.449
H -1.82496 3.16437 -1.93310  0.525
H -0.10084 2.92104 -1.40233  0.300
H 0.30524 1.16548 -3.45941  0.342
H -1.41827 2.70863 -0.21889  0.212
Cl -0.96228 -2.67029 -1.69972  -0.258
C 1.68929 4.37798 1.17393  -0.733
C 1.08922 3.28667 1.98870  0.533
C 1.34769 3.12834 3.43913  -1.266
O 0.32614 2.51743 1.35717  -0.225
H 2.26833 5.05917 1.79794  0.407
H 0.84603 4.89004 0.69173  0.328
H 2.31337 3.94058 0.37020  0.199
H 0.45035 2.71087 3.90862  0.328
H 2.19527 2.46164 3.63993  0.274
H 1.57246 4.10643 3.86258  0.458